The following is a quantum chemistry calculation of a structure of composition C17H31ClN6O, from the Open Molecules 2025 dataset.

Last column: Mulliken charge in e.
Positions of all 56 atoms, in Å:
C  4.22  -1.09  -6.64  -1.416
C  3.90  -2.14  -5.46  -0.503
C  4.69  -1.84  -4.11  -0.649
C  4.28  -0.49  -3.62  -1.336
C  2.67  -0.43  -3.38  -1.148
C  2.45  -1.38  -2.33  0.002
C  1.07  -1.05  -1.91  -0.930
H  0.29  -1.31  -2.67  0.257
C  0.48  -2.42  -0.87  -1.194
N  1.16  -2.31  0.40  -0.092
C  0.96  -1.82  1.63  0.240
N  -0.33  -1.32  1.54  -0.321
C  -0.91  -0.61  2.60  0.439
N  -1.88  -0.06  2.95  0.259
H  -2.20  0.32  3.70  0.054
C  -2.76  0.29  1.73  -0.402
H  -3.86  -0.25  1.87  0.234
C  -3.13  1.77  1.66  -0.975
N  -3.70  2.11  3.13  1.033
C  -4.95  1.95  3.24  -0.485
C  -5.46  2.22  4.59  -1.413
H  -6.29  2.20  4.82  0.742
O  -5.09  3.66  4.94  -0.473
C  -3.67  4.07  4.63  -1.199
C  -3.46  3.32  3.28  -0.572
H  -2.40  3.81  3.13  0.196
H  -4.10  4.29  2.35  0.306
H  -3.67  4.95  4.92  0.508
H  -3.11  3.50  5.26  0.419
H  -4.86  1.79  5.36  0.331
H  -5.21  0.73  3.18  0.200
H  -5.76  2.33  2.44  0.286
H  -3.88  1.88  0.95  0.403
H  -2.31  2.25  1.37  0.555
H  -2.40  -0.13  0.80  0.293
N  0.16  -0.65  4.00  -0.525
C  1.11  -1.32  3.65  0.312
N  1.82  -1.56  2.61  -0.485
Cl  2.31  -1.20  5.02  -0.262
H  2.35  -2.72  0.45  0.349
H  -0.56  -1.94  -0.57  0.285
H  0.85  -3.17  -1.33  0.774
H  0.97  -0.24  -1.37  0.676
H  2.48  -2.37  -2.80  0.158
H  3.16  -1.52  -1.41  0.131
H  2.11  -0.41  -4.09  0.911
H  2.61  0.71  -2.85  0.242
H  4.81  -0.22  -2.74  0.420
H  4.56  0.20  -4.24  0.710
H  5.97  -1.80  -4.55  0.286
H  4.61  -2.69  -3.51  0.401
H  2.91  -2.34  -5.30  0.453
H  4.21  -3.21  -5.74  0.356
H  3.74  -0.07  -6.43  0.231
H  5.22  -0.87  -6.83  0.358
H  3.87  -1.39  -7.47  0.573

Properties
E: -1529.6148 a.u.
LUMO level: 0.4 eV
spin multiplicity: 1
M: 370.929 g/mol
orbital gap: 8.629 eV
net charge: 0



The following is a quantum chemistry calculation of the molecule C17H31N3O2, from the Open Molecules 2025 dataset.

Last column: Mulliken charge in e.
Positions of all 53 atoms, in Å:
C  -1.93  -2.01  -0.07  -1.056
H  -1.54  -1.06  -0.42  0.034
H  -3.01  -2.00  -0.19  0.435
H  -1.52  -2.80  -0.70  0.418
C  -1.54  -2.26  1.38  -0.779
H  -0.45  -2.30  1.45  0.368
H  -1.94  -3.22  1.70  0.453
C  -2.03  -1.17  2.37  1.313
N  -1.48  0.12  1.97  -0.006
C  -2.00  1.04  1.15  0.178
O  -3.13  1.08  0.70  -0.698
C  -0.95  2.13  0.79  -0.415
N  -0.06  1.61  -0.24  0.318
C  0.95  0.75  0.08  0.650
O  1.16  0.40  1.24  -0.839
N  1.71  0.32  -0.96  -0.035
H  1.35  0.41  -1.90  0.369
C  2.70  -0.73  -0.77  -0.460
C  3.92  -0.48  -1.66  -1.055
C  3.61  -0.71  -3.14  -0.558
C  3.06  -2.12  -3.36  -0.805
C  1.81  -2.34  -2.51  -0.560
C  2.11  -2.12  -1.03  -0.243
H  2.84  -2.87  -0.70  0.473
H  1.21  -2.24  -0.44  -0.329
H  1.43  -3.35  -2.66  0.390
H  1.02  -1.65  -2.83  0.271
H  2.83  -2.27  -4.41  0.364
H  3.82  -2.85  -3.07  0.315
H  4.52  -0.58  -3.72  0.329
H  2.88  0.03  -3.49  0.296
H  4.72  -1.16  -1.35  0.425
H  4.27  0.54  -1.51  0.360
H  2.99  -0.66  0.28  0.514
C  -0.21  2.33  -1.49  -0.635
C  -0.73  3.70  -1.04  -0.777
H  0.11  4.32  -0.72  0.320
C  -1.61  3.35  0.15  -0.743
H  -2.61  3.06  -0.18  0.275
H  -1.71  4.17  0.86  0.378
H  -1.26  4.22  -1.83  0.398
H  -0.95  1.84  -2.13  0.210
H  0.74  2.41  -2.02  0.503
H  -0.37  2.38  1.68  0.459
H  -0.47  0.18  2.10  0.436
C  -1.45  -1.48  3.75  -1.910
H  -1.79  -2.45  4.10  0.413
H  -1.76  -0.72  4.47  0.428
H  -0.36  -1.49  3.71  0.444
C  -3.56  -1.14  2.46  -1.890
H  -3.93  -2.11  2.77  0.423
H  -4.00  -0.86  1.51  0.405
H  -3.86  -0.39  3.20  0.429

Properties
E: -981.2051 a.u.
LUMO level: 0.7 eV
spin multiplicity: 1
M: 309.454 g/mol
SMILES string: CCC(C)(C)NC(=O)[C@@H]1CCCN1C(=O)NC1CCCCC1
orbital gap: 9.484 eV
net charge: 0



The following is a quantum chemistry calculation of the molecule C17H31N3O2, from the Open Molecules 2025 dataset.

Last column: Mulliken charge in e.
Positions of all 53 atoms, in Å:
C  -2.14  2.08  -2.56  -1.102
H  -1.86  1.13  -2.10  0.041
H  -3.21  2.09  -2.74  0.285
H  -1.64  2.13  -3.53  0.447
C  -1.72  3.26  -1.69  0.925
C  -1.88  4.56  -2.47  -1.715
H  -1.26  4.55  -3.37  0.405
H  -2.91  4.70  -2.78  0.356
H  -1.58  5.42  -1.86  0.416
C  -2.54  3.34  -0.40  -0.914
H  -3.59  3.53  -0.65  0.412
C  -2.49  2.09  0.47  -1.041
N  -1.13  1.76  0.85  0.199
C  -0.74  1.57  2.11  0.345
O  -1.46  1.71  3.09  -0.720
C  0.75  1.16  2.22  -0.263
N  0.93  -0.22  1.77  0.154
C  0.98  -0.51  0.45  0.619
O  0.87  0.36  -0.41  -0.852
N  1.19  -1.82  0.13  -0.133
H  1.00  -2.52  0.83  0.392
C  1.10  -2.27  -1.25  -0.326
C  -0.32  -2.74  -1.59  -0.686
C  -0.39  -3.20  -3.04  -0.668
C  0.62  -4.31  -3.31  -0.655
C  2.03  -3.84  -2.96  -0.674
C  2.10  -3.38  -1.51  -0.746
H  3.11  -3.03  -1.27  0.337
H  1.88  -4.23  -0.85  0.308
H  2.75  -4.64  -3.13  0.351
H  2.30  -3.00  -3.61  0.331
H  0.57  -4.61  -4.35  0.321
H  0.37  -5.18  -2.69  0.316
H  -1.40  -3.55  -3.27  0.352
H  -0.17  -2.35  -3.70  0.336
H  -1.02  -1.93  -1.41  0.287
H  -0.59  -3.57  -0.93  0.281
H  1.34  -1.39  -1.86  0.341
C  1.35  -1.07  2.87  -0.610
C  2.04  -0.10  3.82  -0.753
H  3.07  0.06  3.49  0.319
C  1.22  1.17  3.68  -0.774
H  0.34  1.14  4.32  0.303
H  1.79  2.07  3.91  0.384
H  2.06  -0.48  4.85  0.386
H  0.47  -1.53  3.35  0.203
H  2.02  -1.85  2.52  0.471
H  1.34  1.83  1.58  0.462
H  -0.47  1.51  0.11  0.234
H  -2.94  1.24  -0.06  0.375
H  -3.04  2.26  1.40  0.430
H  -2.18  4.19  0.19  0.350
H  -0.66  3.14  -1.43  0.163

Properties
E: -981.2035 a.u.
LUMO level: 0.7 eV
spin multiplicity: 1
M: 309.454 g/mol
SMILES string: CC(C)CCNC(=O)[C@H]1CCCN1C(=O)NC1CCCCC1
orbital gap: 9.563 eV
net charge: 0



The following is a quantum chemistry calculation of the molecule C17H31N3O3, from the Open Molecules 2025 dataset.

Last column: Mulliken charge in e.
Positions of all 54 atoms, in Å:
C  -3.68  3.22  -3.29  -0.823
C  -3.73  4.22  -2.15  -0.273
O  -4.41  3.79  -0.99  -0.417
C  -3.76  2.80  -0.22  -0.387
C  -4.28  1.39  -0.50  -0.392
H  -5.32  1.31  -0.18  0.364
H  -4.25  1.18  -1.57  0.157
C  -3.45  0.33  0.22  -1.017
N  -2.05  0.37  -0.18  0.110
C  -1.65  0.06  -1.41  0.050
O  -2.38  -0.31  -2.31  -0.690
C  -0.12  0.23  -1.60  -0.027
N  0.63  -0.67  -0.73  0.127
C  0.90  -0.34  0.56  0.781
O  0.37  0.62  1.10  -0.891
N  1.75  -1.18  1.22  -0.029
H  2.27  -1.87  0.70  0.249
C  2.17  -0.91  2.57  -0.385
C  3.56  -0.25  2.62  -0.912
C  4.66  -1.22  2.19  -0.556
C  4.64  -2.47  3.06  -0.663
C  3.28  -3.16  2.98  -0.582
C  2.16  -2.20  3.40  -0.971
H  2.30  -1.94  4.45  0.409
H  1.19  -2.69  3.30  0.373
H  3.27  -4.04  3.63  0.324
H  3.11  -3.51  1.96  0.301
H  5.42  -3.16  2.75  0.333
H  4.84  -2.19  4.10  0.320
H  5.63  -0.73  2.27  0.347
H  4.53  -1.50  1.14  0.248
H  3.75  0.08  3.64  0.422
H  3.56  0.63  1.97  0.383
H  1.44  -0.21  2.98  0.436
C  1.20  -1.78  -1.47  -0.719
C  0.55  -1.67  -2.85  -0.783
H  1.18  -2.08  -3.64  0.426
C  0.31  -0.17  -3.01  -0.899
H  -0.47  0.04  -3.73  0.393
H  1.23  0.35  -3.29  0.377
H  -0.41  -2.19  -2.86  0.298
H  0.98  -2.73  -0.99  0.410
H  2.29  -1.67  -1.56  0.390
H  0.13  1.27  -1.35  0.365
H  -1.35  0.67  0.49  0.295
H  -3.85  -0.66  -0.03  0.367
H  -3.49  0.47  1.30  0.474
H  -3.96  3.06  0.83  0.330
H  -2.68  2.84  -0.39  0.225
H  -4.28  5.11  -2.47  0.304
H  -2.71  4.53  -1.88  0.306
H  -3.27  3.70  -4.18  0.415
H  -4.69  2.87  -3.53  0.268
H  -3.06  2.36  -3.05  0.040

Properties
E: -1056.4240 a.u.
LUMO level: 0.6 eV
spin multiplicity: 1
M: 325.453 g/mol
SMILES string: CCOCCCNC(=O)[C@@H]1CCCN1C(=O)NC1CCCCC1
orbital gap: 9.448 eV
net charge: 0